# 1
{
  "formula": "C3H2OS",
  "method": "the ωB97M-V functional and the def2-TZVPD basis",
  "symbols": ["C", "C", "C", "O", "S", "H", "H"],
  "xyz": [[-0.038, -0.010, 0.006], [2.164, -0.344, -0.315], [3.420, -0.454, -0.504], [4.820, 1.559, 0.032], [5.024, 0.180, -0.435], [-0.679, -0.753, -0.370], [0.229, 0.920, -0.245]],
  "forces_ev_per_a": [[4.3, -2.7, 0.5], [0.4, -0.6, -0.2], [-3.7, 0.6, 0.8], [0.5, 0.9, 0.2], [-1.1, -0.8, -0.2], [-0.4, -0.9, -0.4], [0.0, 3.5, -0.7]],
  "de_lowest_kcal_mol": 175.0,
  "energy_ha": -588.6040,
  "gap_ev": [6.702, 8.924],
  "homo_ev": [-8.495, -10.133]
}


# 2
{
  "formula": "C3H2OS4",
  "method": "the ωB97M-V functional and the def2-TZVPD basis",
  "symbols": ["O", "C", "S", "C", "S", "C", "S", "S", "H", "H"],
  "xyz": [[1.243, -0.458, -1.105], [1.155, 0.223, -0.112], [2.491, 1.280, 0.509], [-0.113, 0.174, 0.656], [-0.201, 0.623, 2.249], [-1.329, -0.136, -0.145], [-1.925, 0.988, -1.204], [-1.741, -1.786, 0.168], [3.310, 0.962, -0.521], [-2.890, -1.871, -0.494]],
  "forces_ev_per_a": [[0.3, 0.4, 0.4], [1.1, -0.3, -1.0], [-0.5, -0.5, -0.3], [-0.5, 1.8, 2.4], [0.1, -0.7, -1.8], [-0.2, 0.2, -1.0], [0.4, -1.1, 1.2], [-0.1, 0.0, 0.3], [-0.3, 0.0, 0.2], [-0.2, 0.2, -0.4]],
  "de_lowest_kcal_mol": 5.8,
  "energy_ha": -1783.4527,
  "smiles": "O=C(S)C(=S)C(=S)S",
  "gap_ev": 7.188,
  "homo_ev": -9.175
}


# 3
{
  "formula": "C3H30N2O10S2",
  "method": "the ωB97M-V functional and the def2-TZVPD basis",
  "symbols": ["N", "C", "C", "N", "C", "S", "S", "H", "H", "H", "H", "H", "H", "H", "H", "H", "H", "O", "H", "H", "O", "H", "H", "O", "H", "H", "O", "H", "H", "O", "H", "H", "O", "H", "H", "O", "H", "H", "O", "H", "H", "O", "H", "H", "O", "H", "H"],
  "xyz": [[-2.626, -0.811, 0.473], [-2.595, 0.621, 0.152], [-1.179, 1.053, -0.279], [-0.133, 0.791, 0.705], [-1.104, 2.598, -0.671], [0.757, 3.094, -0.740], [1.262, 2.194, -2.451], [-2.408, -1.423, -0.319], [-3.519, -1.102, 0.885], [-3.312, 0.869, -0.585], [-2.831, 1.196, 1.006], [-0.877, 0.536, -1.220], [-0.355, 1.270, 1.615], [-0.119, -0.284, 0.875], [-1.453, 3.067, -1.642], [-1.518, 3.089, 0.199], [1.734, 0.952, -2.121], [-1.096, -1.781, -2.111], [-0.229, -2.136, -2.031], [-1.238, -1.742, -3.059], [1.096, -3.269, -2.648], [1.695, -2.805, -2.143], [1.021, -4.159, -2.210], [-0.749, -3.941, -0.504], [-1.403, -3.686, -1.113], [-0.572, -3.329, 0.228], [-0.121, -0.779, -4.999], [0.416, -0.110, -4.571], [0.233, -1.545, -4.684], [2.525, 4.117, 1.527], [2.283, 4.636, 0.766], [3.099, 3.423, 1.288], [2.844, -1.571, -1.147], [2.754, -1.049, -0.375], [3.646, -2.067, -0.900], [-2.422, 0.693, 3.796], [-1.569, 1.268, 3.845], [-2.191, 0.119, 3.037], [2.866, -0.007, 1.520], [1.964, -0.405, 1.852], [2.535, 0.829, 1.412], [0.651, -2.252, 2.025], [1.484, -2.792, 2.299], [0.034, -2.246, 2.709], [-0.064, 2.798, 3.489], [0.267, 2.994, 2.667], [0.516, 3.086, 4.152]],
  "forces_ev_per_a": [[-0.1, -0.3, 0.6], [1.4, -1.0, -0.5], [0.4, 0.8, -2.1], [-0.4, -2.0, 1.3], [1.5, -0.3, 0.2], [-1.6, -0.2, 0.3], [0.5, -0.4, -1.1], [-0.1, 0.6, 0.1], [0.5, 0.3, -0.3], [-0.7, 0.5, -1.1], [-0.4, 0.5, 1.3], [-0.3, -0.1, 0.8], [0.1, -0.9, -1.1], [-0.2, 2.5, -0.1], [-0.2, -1.3, 1.2], [-0.1, 0.8, 0.1], [-0.3, 0.4, 0.4], [-1.8, 0.9, 0.0], [1.3, -0.9, 0.0], [-0.1, 0.2, -0.2], [-2.0, -3.1, -1.6], [2.5, 1.8, 2.0], [-0.1, 1.4, -0.6], [2.0, -1.7, 1.8], [-1.2, 1.3, -0.7], [-0.6, 0.1, -0.7], [-1.5, 3.1, -1.1], [0.0, 0.4, 0.0], [1.6, -3.6, 1.2], [-1.0, 1.2, 1.7], [0.1, 0.0, -0.6], [1.0, -1.0, -0.9], [1.0, -1.4, -0.9], [-0.6, 1.4, 1.6], [-0.3, 0.1, -0.5], [2.6, 0.9, -0.6], [-2.2, -1.1, 0.0], [-0.4, 0.2, 0.4], [-1.8, -4.3, 1.4], [2.5, 0.3, -0.8], [-0.9, 3.8, -0.9], [3.9, -1.1, -1.6], [-2.5, 1.4, -0.5], [-1.4, -0.2, 2.0], [-3.0, -1.8, 1.7], [1.7, 1.1, -2.9], [1.4, 0.7, 1.1]],
  "energy_ha": -1790.5353,
  "smiles": "NC[C@H](N)CSS.O.O.O.O.O.O.O.O.O.O",
  "gap_ev": 8.847,
  "homo_ev": -8.924
}


# 4
{
  "formula": "C3H31NO13",
  "method": "the ωB97M-V functional and the def2-TZVPD basis",
  "symbols": ["O", "C", "C", "C", "N", "H", "H", "H", "H", "H", "H", "H", "H", "H", "O", "H", "H", "O", "H", "H", "O", "H", "H", "O", "H", "H", "O", "H", "H", "O", "H", "H", "O", "H", "H", "O", "H", "H", "O", "H", "H", "O", "H", "H", "O", "H", "H", "O"],
  "xyz": [[3.410, 0.970, -1.319], [2.483, 1.212, -2.067], [1.034, 0.753, -1.998], [1.269, -0.616, -2.630], [0.556, 0.758, -0.615], [2.739, 1.887, -2.891], [0.311, 1.313, -2.612], [0.429, -1.252, -2.250], [2.019, -1.372, -2.386], [1.198, -0.612, -3.730], [1.374, 0.666, -0.022], [-0.201, 0.133, -0.368], [-2.555, -1.784, 2.638], [-1.168, -1.220, 2.375], [-1.819, -1.851, 2.012], [-1.989, -1.851, 0.213], [-1.160, -2.624, -0.727], [-1.989, -2.127, -0.734], [2.273, -1.286, 1.605], [3.116, -0.741, 2.569], [2.525, -1.528, 2.508], [-3.676, 0.284, 2.306], [-2.921, 0.624, 3.586], [-3.426, -0.097, 3.159], [-1.481, 3.023, 0.827], [-1.923, 1.673, 1.000], [-2.227, 2.551, 1.282], [-1.723, -0.529, -2.069], [-2.982, 0.473, -1.855], [-2.233, 0.211, -2.400], [-2.354, 2.666, 2.842], [-1.572, 2.362, 4.047], [-2.512, 2.500, 3.828], [3.638, 0.175, 0.267], [4.872, -0.362, 0.958], [4.053, 0.107, 1.155], [0.791, -1.062, 3.112], [-0.371, -0.814, 4.125], [0.101, -0.427, 3.382], [2.559, -3.802, -1.643], [1.232, -4.270, -0.856], [1.714, -4.243, -1.695], [-0.461, 2.737, -1.224], [0.578, 3.035, -0.158], [-0.321, 3.240, -0.422], [-1.016, -0.274, -3.959], [-1.459, 1.009, -4.562], [-0.732, 0.381, -4.605]],
  "forces_ev_per_a": [[-1.1, -0.6, 0.2], [0.3, 2.0, -0.1], [1.1, -0.6, 1.0], [-2.4, -2.6, -0.8], [1.3, -0.1, -0.2], [-0.2, -0.2, -0.6], [0.8, -0.2, -0.2], [-0.1, 0.5, -0.7], [1.0, 1.1, 0.5], [0.0, 0.2, 0.5], [-0.5, -0.3, 0.4], [0.3, -0.3, -0.2], [-0.1, 0.3, -0.3], [-0.1, 0.0, -0.1], [0.4, -0.4, -0.3], [-0.5, -0.2, 0.0], [-0.2, -0.2, -0.4], [0.9, 0.3, 0.4], [-0.3, -0.8, -0.1], [0.0, -0.7, 0.6], [-0.1, 1.0, -0.3], [0.0, -0.1, 0.3], [-0.4, 0.2, -0.1], [-0.1, 0.2, 0.1], [-0.6, 0.4, 0.1], [-0.5, -0.2, 0.4], [1.0, -0.3, -1.2], [-0.8, -0.5, 1.1], [0.3, -0.7, 0.3], [0.1, 1.3, -0.8], [-0.8, -0.1, 1.0], [-0.5, 0.1, 0.6], [1.4, -0.1, -0.8], [0.3, 0.4, 0.4], [0.0, 0.1, 0.2], [0.1, 0.0, -0.7], [0.3, 0.1, 0.4], [0.2, -0.1, 0.2], [-0.2, 0.1, -0.3], [0.1, 0.1, 0.7], [0.8, 0.2, -0.2], [-0.9, -0.3, -0.4], [-0.1, -0.2, 0.0], [0.0, -0.2, 0.0], [-0.1, 1.4, 0.0], [-0.1, 0.0, -0.2], [0.0, 0.0, -0.1], [0.1, 0.1, -0.3]],
  "de_lowest_kcal_mol": 91.3,
  "energy_ha": -1165.7212,
  "gap_ev": 10.165,
  "homo_ev": -10.382
}


# 5
{
  "formula": "C3H31NO13PS",
  "method": "the ωB97M-V functional and the def2-TZVPD basis",
  "symbols": ["O", "C", "C", "P", "N", "C", "S", "H", "H", "H", "H", "H", "H", "H", "O", "H", "H", "O", "H", "H", "O", "H", "H", "O", "H", "H", "O", "H", "H", "O", "H", "H", "O", "H", "H", "O", "H", "H", "O", "H", "H", "O", "H", "H", "O", "H", "H", "O", "H", "H"],
  "xyz": [[3.114, -1.197, -0.004], [2.556, -0.089, -0.344], [1.798, 0.765, 0.783], [0.161, 1.525, 0.051], [-0.707, 0.089, 0.761], [-1.568, -0.254, -0.151], [-2.564, -1.282, -1.061], [2.590, 0.216, -1.460], [1.512, 0.017, 1.625], [2.430, 1.587, 1.262], [0.389, 0.850, -1.230], [-1.070, 2.099, -0.446], [-0.057, 2.211, 1.331], [0.952, 2.676, -0.376], [0.351, -0.731, -3.274], [-0.538, -1.010, -3.010], [0.920, -1.450, -2.971], [2.886, 3.728, -0.983], [3.823, 3.563, -0.813], [2.883, 4.236, -1.805], [-1.815, -3.221, -4.228], [-2.662, -3.454, -4.627], [-2.047, -2.960, -3.327], [-5.143, -1.345, 1.533], [-4.286, -1.173, 1.123], [-5.435, -0.474, 1.837], [-4.926, 1.512, 1.318], [-5.151, 2.444, 1.206], [-4.036, 1.440, 0.943], [1.996, 0.917, -5.540], [1.109, 0.638, -5.274], [2.565, 0.200, -5.237], [6.053, -0.377, -0.582], [5.165, -0.668, -0.327], [6.627, -1.096, -0.291], [-3.276, 0.051, 3.377], [-3.437, -0.554, 2.640], [-3.890, 0.781, 3.217], [-3.721, -4.083, -1.488], [-4.148, -3.393, -0.962], [-3.737, -4.858, -0.912], [1.881, 2.109, 3.392], [0.993, 1.819, 3.645], [2.455, 1.391, 3.690], [2.066, 1.451, 6.117], [2.814, 1.497, 6.725], [2.189, 2.215, 5.534], [0.348, -2.769, -0.200], [1.194, -2.298, -0.179], [0.393, -3.293, -1.010]],
  "forces_ev_per_a": [[-1.6, 3.3, -1.7], [0.9, -1.8, 2.5], [0.9, -1.7, -0.2], [2.7, 3.4, -0.6], [-6.8, -3.0, -5.8], [3.4, -1.8, 5.3], [1.5, 2.4, 1.1], [-0.1, -0.1, 1.7], [0.8, 1.1, -1.4], [-0.8, -1.1, -1.2], [-0.2, 0.0, 0.4], [-0.3, 0.1, -0.1], [-0.2, -0.3, 0.1], [-0.5, -0.4, -0.2], [0.1, -0.3, -0.2], [0.1, 0.1, 0.1], [-0.1, 0.1, 0.0], [0.6, 0.3, -0.2], [-0.1, 0.0, 0.0], [-0.1, -0.1, 0.1], [-0.1, 0.0, 0.0], [0.1, 0.0, 0.1], [0.0, -0.1, 0.0], [0.0, -0.1, 0.2], [-0.2, -0.1, -0.5], [0.0, -0.1, -0.3], [0.2, 0.4, 0.0], [0.0, -0.2, 0.0], [0.0, 0.0, 0.0], [0.0, -0.1, -0.1], [0.2, 0.0, 0.2], [-0.2, 0.1, 0.0], [0.1, -0.2, 0.1], [-0.1, 0.0, -0.1], [-0.1, 0.1, -0.1], [0.0, 0.2, 0.0], [0.1, 0.1, 0.5], [0.2, -0.2, 0.0], [-0.3, -0.2, 0.1], [0.1, -0.1, 0.0], [0.1, 0.1, -0.1], [0.1, 0.2, 0.7], [0.0, 0.0, -0.3], [-0.2, 0.0, -0.2], [0.4, 0.2, 0.3], [-0.2, -0.1, 0.0], [-0.2, -0.1, -0.1], [0.3, -0.2, -0.3], [0.0, 0.0, 0.2], [-0.1, 0.0, 0.2]],
  "energy_ha": -1905.1788,
  "gap_ev": 6.844,
  "homo_ev": -4.382,
  "charge": -1
}


# 6
{
  "formula": "C3H31O13",
  "method": "the ωB97M-V functional and the def2-TZVPD basis",
  "symbols": ["C", "C", "C", "O", "H", "H", "H", "H", "H", "H", "H", "O", "H", "H", "O", "H", "H", "O", "H", "H", "O", "H", "H", "O", "H", "H", "O", "H", "H", "O", "H", "H", "O", "H", "H", "O", "H", "H", "O", "H", "H", "O", "H", "H", "O", "H", "H"],
  "xyz": [[20.346, -8.006, -20.306], [19.863, -9.413, -20.253], [20.934, -10.394, -20.528], [19.396, -9.700, -18.952], [20.671, -7.733, -21.342], [21.159, -7.747, -19.588], [19.440, -7.430, -20.030], [19.099, -9.521, -20.994], [20.528, -11.375, -20.675], [21.529, -10.458, -19.591], [21.690, -10.239, -21.314], [21.071, -4.803, -18.256], [21.819, -4.824, -18.847], [20.309, -4.958, -18.772], [18.574, -4.952, -19.260], [17.874, -5.603, -19.229], [18.363, -4.387, -18.490], [22.950, -6.774, -17.415], [22.221, -6.193, -17.632], [23.714, -6.228, -17.236], [17.420, -7.999, -22.751], [17.440, -7.613, -23.644], [18.103, -7.486, -22.278], [18.719, -10.439, -16.350], [19.208, -10.163, -17.095], [19.071, -10.047, -15.530], [18.660, -7.441, -17.378], [19.442, -7.093, -16.967], [18.985, -8.147, -17.972], [21.323, -8.953, -17.316], [22.005, -8.451, -17.714], [20.820, -9.162, -18.124], [18.725, -5.485, -22.018], [18.831, -5.342, -21.069], [18.802, -4.535, -22.300], [16.627, -6.915, -20.355], [16.682, -7.194, -21.262], [16.587, -7.753, -19.824], [16.681, -10.488, -21.790], [17.094, -9.843, -22.347], [17.078, -10.376, -20.952], [16.692, -9.303, -19.171], [16.199, -9.269, -18.307], [17.609, -9.402, -19.037], [17.990, -12.073, -19.198], [17.293, -11.888, -18.601], [18.538, -11.368, -19.186]],
  "forces_ev_per_a": [[-0.1, 1.6, -0.6], [0.5, -0.3, 1.4], [2.2, -1.0, 0.5], [-0.8, 0.5, -0.7], [-0.2, 0.0, 0.7], [-0.5, -0.3, -0.5], [0.7, 0.3, -0.2], [-0.9, -0.1, -0.7], [-0.3, -0.7, -0.1], [-0.2, -0.1, -0.5], [-0.5, 0.4, -0.2], [1.9, 0.5, 1.5], [0.2, 0.2, -0.5], [-1.8, -0.7, -1.2], [0.0, 1.4, 0.8], [-0.6, -1.1, -0.3], [0.3, -0.3, -0.6], [0.7, -0.4, 0.0], [-0.6, 0.4, 0.2], [0.1, 0.2, 0.0], [0.6, 0.6, -0.7], [-0.1, -0.2, 0.5], [0.0, -0.1, -0.3], [-1.4, -0.9, 2.5], [1.3, 0.8, -1.4], [0.0, -0.1, -1.1], [-0.8, 0.3, -0.3], [0.6, 0.0, 0.3], [0.0, -0.3, 0.0], [-0.4, -0.5, 0.3], [1.6, 1.0, 0.1], [-1.1, -0.8, 0.3], [0.4, 1.9, -0.6], [-0.2, -0.4, 0.4], [-0.2, -1.5, -0.1], [0.0, 0.4, 1.4], [-0.3, -0.2, -0.6], [0.0, 0.3, -0.5], [-1.0, -1.1, -1.3], [0.3, 0.7, -0.4], [0.4, 0.0, 1.6], [-4.1, 0.5, 0.7], [1.3, -0.2, -1.2], [3.1, -0.4, 1.1], [-2.2, -4.7, -1.2], [-0.9, 0.4, 0.9], [3.2, 4.1, 0.4]],
  "de_lowest_kcal_mol": 12.1,
  "energy_ha": -1111.0793,
  "gap_ev": 7.815,
  "homo_ev": -5.401,
  "charge": -1
}